{"formula": "C7H22BGdN2OP", "method": "ωB97M-V/def2-TZVPD", "symbols": ["Gd", "H", "H", "P", "C", "H", "H", "H", "C", "H", "H", "H", "C", "H", "H", "H", "C", "O", "H", "H", "H", "H", "B", "N", "H", "H", "C", "C", "C", "N", "H", "H", "H", "H", "H"], "xyz": [[0.2878, 0.1749, 0.4329], [1.3762, -2.4791, -1.5674], [-0.6452, -1.5440, -0.8840], [0.3177, 1.6421, -1.8416], [1.9014, 2.5780, -1.9167], [1.9497, 3.1297, -2.8763], [1.9531, 3.2775, -1.0624], [2.7531, 1.8789, -1.8277], [0.3763, 0.6560, -3.3857], [-0.5785, 0.1149, -3.5311], [0.5418, 1.3524, -4.2328], [1.1912, -0.0920, -3.3343], [-0.9373, 2.9151, -2.1637], [-0.9657, 3.6255, -1.3147], [-0.6811, 3.4439, -3.1072], [-1.9319, 2.4358, -2.2416], [-1.8361, 1.1836, 0.8470], [-2.8742, 1.5668, 1.1995], [-1.4679, -2.9436, -0.7214], [-1.5364, -2.0509, -2.1213], [0.2923, -3.1643, -3.1636], [0.3821, -4.2606, -1.4406], [0.4209, -3.1527, -1.9503], [-0.8950, -2.3890, -1.3880], [1.8719, -0.5301, -0.3149], [1.1947, 1.5741, 1.1167], [0.1103, -0.4644, 5.5343], [-0.6424, -1.5334, 4.7140], [-0.5250, -1.2865, 3.3128], [-0.3396, -0.9942, 2.1927], [1.1836, -0.4810, 5.2954], [-0.0068, -0.6399, 6.6019], [-0.2780, 0.5382, 5.3022], [-0.2413, -2.5452, 4.8967], [-1.7217, -1.5366, 4.9413]], "forces_ev_per_angstrom": [[1.275, -0.145, 0.017], [0.460, 0.578, 0.350], [-0.227, -0.398, -0.242], [0.198, 0.961, -2.045], [0.083, -0.112, 0.490], [0.009, -0.303, 0.514], [0.007, -0.200, -0.486], [-0.306, 0.355, -0.188], [-0.105, -0.172, -0.106], [0.440, 0.310, -0.061], [-0.079, -0.509, 0.362], [-0.357, 0.406, -0.113], [-0.331, 0.179, 0.046], [0.037, -0.215, -0.525], [-0.299, -0.239, 0.617], [0.430, 0.333, -0.130], [-7.088, 2.762, 2.038], [4.900, -1.722, -1.696], [0.483, 0.192, -0.650], [0.301, -0.485, 0.156], [0.342, 0.213, 0.486], [0.326, 0.547, -0.075], [-0.427, -1.109, -0.617], [-1.715, 0.447, 0.508], [2.028, -1.312, -1.404], [0.535, 0.905, 0.693], [0.349, 0.510, -0.359], [-0.321, -0.445, 0.734], [0.750, 0.836, -2.239], [-1.428, -1.795, 3.730], [-0.349, -0.027, 0.120], [-0.102, -0.144, -0.115], [0.104, -0.323, 0.145], [-0.213, 0.243, 0.001], [0.291, -0.120, 0.043]], "lowdin_charge": [0.974, 0.015, -0.020, 0.633, -0.246, 0.077, 0.056, 0.057, -0.252, 0.052, 0.075, 0.058, -0.262, 0.063, 0.078, 0.058, -0.049, 0.183, 0.150, 0.139, 0.040, 0.037, -0.314, 0.077, 0.102, -0.079, -0.049, -0.171, -0.080, 0.001, 0.096, 0.097, 0.093, 0.156, 0.153], "total_charge": 2, "relative_energy_ev": 3.331, "mol_weight_g_mol": 349.30, "spin_multiplicity": 9, "e_homo_ev": [-16.6, -16.5], "lumo_energy_ev": [-8.5, -10.7]}

{"formula": "C7H22LiN2O7", "method": "ωB97M-V/def2-TZVPD", "symbols": ["Li", "C", "C", "O", "O", "H", "H", "H", "H", "H", "H", "C", "C", "O", "O", "H", "H", "H", "H", "H", "H", "C", "C", "O", "O", "H", "H", "H", "H", "H", "H", "C", "O", "N", "N", "H", "H", "H", "H"], "xyz": [[-13.5309, 5.1924, 15.5386], [-12.0305, 8.5019, 12.4711], [-12.8427, 7.7615, 11.4014], [-14.2244, 7.4954, 11.8702], [-11.6094, 7.5686, 13.3890], [-12.6834, 9.2376, 12.9408], [-11.1886, 8.9148, 11.9154], [-12.3445, 6.8290, 11.1363], [-12.9686, 8.4512, 10.5668], [-14.8030, 7.8352, 11.1836], [-10.7695, 7.8329, 13.7714], [-11.2443, 4.4194, 19.5127], [-12.0189, 5.6442, 20.1187], [-12.6937, 6.3765, 19.1266], [-12.0372, 3.6155, 18.6491], [-10.7147, 3.8217, 20.2546], [-10.3778, 4.7720, 18.9534], [-11.2549, 6.2318, 20.6277], [-12.7310, 5.1716, 20.7952], [-13.3496, 6.9457, 19.5358], [-11.3460, 2.9589, 18.5365], [-11.2877, -0.1158, 13.3023], [-12.7134, 0.4206, 13.4403], [-12.6835, 1.8562, 13.0999], [-10.4064, -0.1051, 14.4342], [-10.8394, 0.3398, 12.4194], [-11.2479, -1.1954, 13.1577], [-13.2143, 0.3253, 14.4037], [-13.4678, 0.0392, 12.7521], [-13.0922, 1.8699, 12.2313], [-10.0283, -0.9851, 14.4984], [-18.2849, 4.4495, 15.4702], [-17.2839, 4.4295, 16.1314], [-19.3149, 5.1826, 15.7208], [-18.4780, 3.7345, 14.3896], [-19.2865, 5.7859, 16.5303], [-20.0399, 5.3793, 15.0456], [-19.3617, 3.7677, 13.9016], [-17.6938, 3.1798, 14.0775]], "forces_ev_per_angstrom": [[-0.044, -0.042, 0.129], [-1.084, -0.296, -1.823], [-1.569, 0.915, 0.691], [1.366, -0.109, -0.111], [0.698, -1.332, 1.645], [0.209, 0.408, -0.146], [0.089, 0.491, 0.253], [-0.090, 0.063, -0.137], [0.427, -0.267, -0.307], [-0.103, -0.087, 0.085], [-0.001, 0.036, 0.064], [0.241, 2.147, -0.141], [0.701, -2.275, -0.153], [0.115, 0.028, -0.732], [0.536, 0.009, 0.459], [-0.741, -0.050, 0.773], [-0.016, 0.595, -0.476], [-0.217, 0.164, 0.279], [-0.089, 0.424, 0.393], [0.040, -0.012, 0.141], [-0.661, -1.000, -0.887], [0.169, -2.244, 0.103], [0.054, 1.572, 0.005], [-0.300, -0.538, 0.367], [-0.316, 1.436, 0.439], [0.112, 0.305, 0.151], [-1.183, -0.091, -1.146], [0.654, -0.083, 0.348], [0.618, -0.911, -0.249], [0.144, 0.468, -0.043], [-0.005, 0.210, 0.108], [0.693, -0.461, -0.462], [2.522, -0.090, 1.413], [-3.672, 3.489, 1.948], [0.499, -2.191, -2.767], [-0.004, -0.134, -0.196], [0.226, -0.153, 0.255], [0.522, -0.368, -0.069], [-0.538, -0.029, -0.206]], "lowdin_charge": [0.915, -0.274, -0.187, -0.099, -0.067, 0.125, 0.126, 0.118, 0.118, 0.070, 0.095, -0.248, -0.229, -0.069, -0.069, 0.121, 0.109, 0.119, 0.121, 0.091, 0.082, -0.225, -0.183, -0.116, -0.073, 0.119, 0.115, 0.115, 0.115, 0.067, 0.079, -0.818, 0.028, 0.168, 0.162, 0.127, 0.119, 0.115, 0.118], "total_charge": 1, "relative_energy_ev": 4.842, "mol_weight_g_mol": 253.20, "e_homo_ev": -12.5, "lumo_energy_ev": -3.9}

{"formula": "C7H22O5", "method": "ωB97M-V/def2-TZVPD", "symbols": ["C", "C", "C", "C", "C", "C", "C", "H", "H", "H", "H", "H", "H", "H", "H", "H", "H", "H", "H", "H", "H", "O", "H", "H", "O", "H", "H", "O", "H", "H", "O", "H", "H", "O"], "xyz": [[1.9643, 0.0366, 2.9003], [2.1112, -1.3714, 2.3063], [1.0370, -1.8067, 1.3568], [-0.2142, -1.3549, 1.4077], [-1.2758, -1.6041, 0.4103], [-1.0780, -2.2403, -0.7368], [-2.1494, -2.5024, -1.7667], [2.2220, 0.8649, 2.2434], [0.9769, 0.1968, 3.3219], [2.6657, 0.1173, 3.7330], [2.1700, -2.1249, 3.0996], [3.1192, -1.3241, 1.8956], [1.2825, -2.5924, 0.6581], [-0.5495, -0.7956, 2.2741], [-2.2382, -1.2470, 0.7561], [-0.0985, -2.4371, -1.1580], [-2.8448, -3.2796, -1.4102], [-1.8377, -2.9596, -2.7042], [-2.7581, -1.5939, -1.8076], [4.3097, 1.4765, -1.0212], [3.1352, 2.4175, -1.1212], [3.4784, 1.5974, -1.5020], [0.5851, 3.2243, 0.2595], [-0.1812, 4.0217, 1.3260], [0.3227, 4.1409, 0.5113], [-4.2736, 1.1108, -1.0183], [-2.9079, 1.6429, -0.7969], [-3.4485, 1.2660, -1.5049], [0.9602, 1.3076, -1.3329], [0.2723, 0.9253, -0.0353], [0.8879, 1.5682, -0.4059], [-2.2968, 1.6608, -3.6928], [-1.7582, 0.6558, -2.7800], [-1.5899, 1.0027, -3.6647]], "forces_ev_per_angstrom": [[-0.036, -0.332, 0.874], [0.308, 0.563, 0.395], [0.148, 0.218, 0.198], [-0.311, -0.029, -0.263], [0.820, -0.403, 0.934], [-0.332, 0.263, -1.673], [-1.085, -0.618, 1.197], [-0.222, -0.234, -0.453], [-0.125, 0.188, 0.027], [-0.019, 0.009, 0.097], [0.034, 0.151, 0.167], [-0.098, -0.634, -0.658], [0.175, 0.108, -0.400], [0.240, 0.457, -0.142], [-0.373, -0.271, -0.407], [0.356, -0.165, 0.749], [0.065, 0.194, 0.290], [0.379, 0.859, -0.169], [0.029, -0.166, -0.825], [-0.201, -0.117, -0.241], [-0.092, -0.191, -0.095], [0.435, 0.311, 0.252], [-0.222, 0.661, -0.019], [0.132, 0.144, -0.133], [0.029, -0.654, 0.153], [0.052, -0.118, -0.497], [0.239, 0.105, -0.294], [-0.303, 0.062, 0.923], [0.195, 0.105, 0.015], [0.102, -0.137, 0.150], [-0.375, -0.246, -0.065], [0.140, 0.021, -0.320], [0.127, -0.300, -0.109], [-0.211, 0.197, 0.341]], "lowdin_charge": [-0.112, -0.245, -0.105, -0.139, -0.133, -0.157, -0.098, 0.069, 0.054, 0.069, 0.110, 0.103, 0.104, 0.095, 0.102, 0.103, 0.075, 0.072, 0.062, 0.041, 0.034, -0.065, -0.016, 0.023, -0.092, 0.057, 0.050, -0.055, 0.063, 0.036, -0.052, 0.028, -0.011, -0.071], "total_charge": 0, "relative_energy_ev": 1.339, "mol_weight_g_mol": 186.25, "smiles": "C/C=C/C=C/CC.O.O.O.O.O", "e_homo_ev": -8.6, "lumo_energy_ev": 0.1}